Computed, not measured: C4H6O2 as an isolated structure, with ωB97M-V/def2-TZVPD.

Structure (XYZ):
```
12
Properties=species:S:1:pos:R:3
O 0.55865 -0.13563 2.09595
C -0.67975 -0.25404 1.70009
C -0.97905 0.12890 0.28250
C 0.21777 0.56527 -0.52964
C 0.94186 -0.37387 -1.38460
O 0.02565 0.56048 -1.93768
H -0.24519 -0.51545 2.84797
H -1.73654 0.92513 0.32011
H -1.48068 -0.72123 -0.19914
H 0.76093 1.43285 -0.15440
H 1.99081 -0.19545 -1.61803
H 0.62556 -1.41698 -1.42314
```

As for the energy above the lowest of the compared OMol25 structures with the same formula, charge and spin: 126.9 kcal/mol. Its maximum force is 0.5 eV/Å. Its HOMO energy is -8.83 eV. The HOMO-LUMO gap is 9.72 eV. The spin multiplicity is 1. The calculation puts the lowest unoccupied orbital energy at 0.888 eV.